A molecular structure, C40H26BrCaClF7N2O4PSSb at a distorted geometry, computed with ωB97M-V with the def2-TZVPD basis set.

```
! RIJCOSX wB97M-V def2-TZVPD def2/J DEFGRID3
* xyz 1 1
Ca 0.0706 -0.2430 0.6652
F 3.4360 6.2334 -0.4725
C 3.2945 4.9250 -0.3862
C 4.3905 4.1204 -0.1758
F 5.5921 4.6612 -0.0739
C 4.2313 2.7528 -0.0852
F 5.3487 2.0478 0.0631
C 2.9885 2.1359 -0.1722
P 2.8077 0.3120 0.1120
C 3.6178 -0.3918 -1.3617
C 4.1701 -1.6736 -1.3295
C 4.7153 -2.2317 -2.4782
C 4.6929 -1.5252 -3.6730
C 4.1128 -0.2654 -3.7198
C 3.5737 0.2979 -2.5719
C 3.9043 -0.0132 1.5468
C 3.3751 0.2255 2.8143
C 4.1199 -0.0378 3.9563
C 5.4008 -0.5567 3.8422
C 5.9371 -0.7952 2.5832
C 5.1967 -0.5242 1.4429
C 1.9057 2.9823 -0.4480
Br 0.1815 2.3427 -0.9048
C 2.0535 4.3489 -0.5447
F 1.0214 5.1440 -0.8151
H 4.1873 -2.2403 -0.4049
H 5.1614 -3.2185 -2.4363
H 5.1267 -1.9560 -4.5667
H 4.0819 0.2846 -4.6525
H 3.1240 1.2824 -2.6257
H 2.3803 0.6352 2.9217
H 3.6906 0.1539 4.9321
H 5.9817 -0.7736 4.7305
H 6.9411 -1.1938 2.4855
H 5.6441 -0.6951 0.4728
O -1.8849 0.5144 2.0816
Cl -0.6637 0.6168 2.8790
O -0.0243 -0.7136 2.7808
O -0.8937 1.0095 4.2150
O 0.2262 1.5208 2.1459
S -2.0152 -0.7245 -1.2864
C -3.6534 -0.6424 -0.8342
N -4.0621 0.0844 0.2438
C -5.3389 0.1263 0.6787
C -6.2915 -0.5553 0.0015
C -5.8477 -1.2720 -1.1184
N -4.5915 -1.3258 -1.5218
H -3.3444 0.5531 0.7776
H -5.5298 0.7173 1.5640
H -7.3247 -0.5529 0.3151
H -6.5595 -1.8376 -1.7131
F 0.5404 -8.9177 -1.9580
C 0.3760 -7.6880 -1.4523
C -0.2065 -7.5580 -0.2044
C -0.3713 -6.2848 0.3194
C 0.0442 -5.1660 -0.4052
C 0.6229 -5.3329 -1.6616
C 0.7920 -6.6061 -2.1961
Sb -0.1466 -3.2553 0.4902
C 1.0757 -3.6041 2.2128
C 0.6359 -3.9487 3.4918
C 1.5399 -4.1027 4.5348
C 2.8839 -3.9138 4.2781
F 3.7555 -4.0457 5.2877
C 3.3639 -3.5962 3.0249
C 2.4444 -3.4330 1.9949
C -2.1335 -3.4566 1.2220
C -3.0714 -3.9857 0.3316
C -4.4237 -3.9836 0.6411
C -4.8221 -3.4369 1.8451
F -6.1341 -3.3991 2.1298
C -3.9293 -2.9162 2.7573
C -2.5756 -2.9220 2.4333
H -0.5170 -8.4433 0.3374
H -0.8267 -6.1709 1.2948
H 0.9434 -4.4732 -2.2394
H 1.2354 -6.7639 -3.1721
H -0.4187 -4.1078 3.6891
H 1.2170 -4.3601 5.5368
H 4.4307 -3.4779 2.8716
H 2.8082 -3.1839 1.0031
H -2.7539 -4.3975 -0.6199
H -5.1641 -4.3892 -0.0390
H -4.2917 -2.5178 3.6983
H -1.8728 -2.4951 3.1374
*
```

relative energy (zero: lowest compared OMol25 entry of this formula, charge and spin) = 125.6 kJ/mol
gap between HOMO and LUMO = 8.03 eV
highest occupied orbital energy = -11.0590 eV
molecular weight = 1071.88 g/mol

Löwdin population analysis, charges in e, atoms 1 to 4:
1 Ca 0.7885
2 F 0.1686
3 C -0.1308
4 C -0.1304



A molecular structure, C40H28F2IN3PPd at a distorted geometry, computed with ωB97M-V with the def2-TZVPD basis set.

```
! RIJCOSX wB97M-V def2-TZVPD def2/J DEFGRID3
* xyz 1 1
Pd -0.2250 -1.0906 -0.9097
I 2.0309 -0.7950 -2.5432
C 3.2415 0.7687 -1.6353
C 4.5833 0.4928 -1.6278
C 5.5115 1.4931 -1.3158
C 5.0829 2.7726 -1.1123
C 3.7070 3.0831 -1.1143
C 3.2826 4.4203 -0.9636
C 1.9547 4.7411 -0.9465
C 1.0084 3.7155 -0.9583
C 1.3717 2.3907 -1.0811
P 0.0152 1.2382 -0.6319
C -1.3095 1.9097 -1.6788
C -2.2358 2.8553 -1.2524
C -3.1736 3.3414 -2.1460
C -3.1886 2.8937 -3.4574
C -2.2711 1.9455 -3.8837
C -1.3382 1.4473 -2.9953
C -0.3562 1.7444 1.0695
C -1.5862 1.3462 1.5941
C -1.8710 1.5588 2.9290
C -0.9228 2.1400 3.7580
C 0.3051 2.5226 3.2425
C 0.5950 2.3223 1.9055
C 2.7346 2.0412 -1.2801
H 4.9334 -0.4910 -1.8938
H 6.5609 1.2465 -1.3029
H 5.7930 3.5684 -0.9524
H 4.0272 5.1948 -0.8735
H 1.6257 5.7668 -0.8702
H -0.0369 3.9691 -0.8516
H -2.2247 3.2030 -0.2283
H -3.8905 4.0764 -1.8145
H -3.9115 3.2908 -4.1508
H -2.2854 1.5936 -4.9042
H -0.6264 0.6946 -3.3210
H -2.3095 0.8693 0.9424
H -2.8286 1.2604 3.3301
H -1.1393 2.2943 4.8038
H 1.0426 2.9808 3.8815
H 1.5583 2.6181 1.5125
F -5.6542 -0.3831 -1.5007
C -4.6523 -1.2531 -1.3016
C -3.3430 -0.7938 -1.3619
C -2.2933 -1.6802 -1.2028
C -2.5492 -3.0473 -0.9644
C -3.8894 -3.4446 -0.8474
F -4.2148 -4.7153 -0.5324
C -4.9469 -2.5727 -1.0207
C -1.4020 -3.9634 -0.9181
C -1.4910 -5.3568 -0.9136
C -0.3357 -6.1150 -0.9461
C 0.8966 -5.4809 -0.9758
C 0.9107 -4.0978 -0.9569
N -0.1965 -3.3717 -0.9369
H -3.1927 0.2582 -1.5622
H -5.9638 -2.9266 -0.9466
H -2.4448 -5.8515 -0.8886
H -0.3985 -7.1911 -0.9508
H 1.8187 -6.0386 -1.0129
H 1.8526 -3.5599 -0.9664
N -0.6939 -1.7894 3.4586
C -1.1380 -1.7329 2.1848
N -0.1880 -1.4658 1.3334
C 0.9692 -1.3507 2.0655
C 2.2792 -1.1243 1.6558
C 3.2525 -1.1218 2.6302
C 2.9384 -1.3174 3.9785
C 1.6438 -1.5340 4.4050
C 0.6593 -1.5561 3.4275
H -1.2470 -2.0017 4.2729
H -2.1642 -1.8935 1.9118
H 2.5174 -0.9843 0.6103
H 4.2850 -0.9793 2.3485
H 3.7358 -1.3059 4.7042
H 1.4085 -1.6951 5.4455
*
```

relative energy (zero: lowest compared OMol25 entry of this formula, charge and spin) = 98.2 kJ/mol
gap between HOMO and LUMO (spin up / spin down) = 6.95 / 6.51 eV
highest occupied orbital energy (spin up / spin down) = -10.2922 / -10.1500 eV
molecular weight = 852.98 g/mol

Löwdin population analysis, charges in e, atoms 1 to 4:
1 Pd 0.4787
2 I 1.0853
3 C -0.5343
4 C -0.1548



A molecular structure, C40H29MnN8O4S4 at a distorted geometry, computed with ωB97M-V with the def2-TZVPD basis set.

```
! RIJCOSX wB97M-V def2-TZVPD def2/J DEFGRID3
* xyz 0 5
Mn -4.4813 16.2290 13.4318
C -0.5314 18.4313 12.3681
O -0.3931 17.6743 13.5972
C -1.5396 16.9864 13.7209
N -2.3319 16.9894 12.6901
C -1.6016 17.6758 11.5252
C -2.4814 18.4383 10.5332
C -1.9741 19.6568 10.0055
C -2.6982 20.3173 9.0377
C -3.8137 19.6962 8.4122
C -4.3595 18.5708 8.9889
C -3.6581 17.8885 9.9800
C -1.9643 16.3055 14.9767
C -1.0779 15.9626 15.9697
C -1.4965 15.1836 17.0613
C -2.8491 14.8838 17.2204
C -3.6565 15.2271 16.1566
N -3.2537 15.9436 15.0782
C -5.1225 14.8649 16.0377
N -5.6525 14.8586 14.8364
C -6.9965 14.2427 14.9493
C -7.1431 13.9820 16.4767
O -5.8053 14.3030 17.0172
C -7.1825 13.0202 14.1307
C -6.1938 12.1428 13.7886
C -6.4450 10.9067 13.2120
C -7.7496 10.5627 12.8804
C -8.7568 11.4526 13.1419
C -8.5323 12.6334 13.8541
H 0.4760 18.6121 11.9745
H -0.9209 19.3794 12.7503
H -1.0759 16.7849 11.0431
H -1.0214 20.0804 10.2794
H -2.4213 21.3008 8.6499
H -4.2899 20.1091 7.5155
H -5.2663 18.0768 8.6004
H -4.0321 16.9684 10.4432
H -0.0632 16.3450 15.9402
H -0.7720 14.7572 17.7340
H -3.3114 14.5135 18.1416
H -7.8167 14.9012 14.6612
H -7.4253 12.9378 16.7516
H -7.9275 14.6650 16.9006
H -5.1599 12.4166 13.9782
H -5.6177 10.2738 13.0076
H -7.9666 9.6849 12.2585
H -9.8037 11.1745 12.8723
H -9.3128 13.3579 13.9782
S -5.5129 18.3598 14.2313
C -6.6511 18.7345 12.9849
C -7.4356 19.8984 13.1649
C -8.2746 20.3422 12.1234
C -9.0322 21.5193 12.2569
N -9.4388 22.6170 12.3802
C -8.2207 19.6638 10.9249
C -7.5357 18.4397 10.7833
C -6.7186 17.9713 11.7783
S -6.0897 16.3365 11.6147
C -8.7748 20.2337 9.7634
N -9.0726 20.7665 8.7624
H -7.3869 20.4122 14.1084
H -7.6367 17.9597 9.8103
N -4.0404 6.1181 14.3209
C -3.2732 7.1953 14.0403
C -2.4051 7.7850 14.9709
C -1.7801 9.0093 14.5966
C -1.9366 9.5169 13.3340
C -2.8116 8.9311 12.3876
C -3.5813 7.8567 12.7728
S -1.0176 10.9869 12.8731
O -0.2545 11.3404 14.0629
O -0.3295 10.9262 11.6292
N -2.3648 11.9542 12.7541
C -2.7403 12.5836 11.6961
S -2.2091 12.2548 10.0497
C -3.4687 13.2398 9.4461
C -4.2529 13.7348 10.4796
N -3.8459 13.4375 11.6921
H -3.7516 5.4599 15.0228
H -4.2811 5.6246 13.4410
H -2.1681 7.3785 15.9540
H -1.1015 9.5082 15.2982
H -2.8938 9.3339 11.3638
H -4.3612 7.5118 12.1269
H -3.6487 13.5530 8.3878
H -5.1749 14.2534 10.3408
*
```

gap between HOMO and LUMO (spin up / spin down) = 5.76 / 4.30 eV
⟨S²⟩ = 6.11
highest occupied orbital energy (spin up / spin down) = -6.8148 / -6.9578 eV
molecular weight = 868.93 g/mol

Löwdin population analysis, charges in e, atoms 1 to 4:
1 Mn 0.3788
2 C -0.0839
3 O 0.0147
4 C -0.2919



A molecular structure, C40H30F6GeIN4O10S2Zr, computed with ωB97M-V with the def2-TZVPD basis set.

```
! RIJCOSX wB97M-V def2-TZVPD def2/J DEFGRID3
* xyz -1 1
Zr 0.2181 0.0019 0.9850
O 3.1336 -1.9880 3.1610
C 2.2982 -1.5678 2.1789
O 1.7997 -0.3588 2.2947
C 1.9768 -2.3289 1.1055
C 2.4230 -3.6681 0.8534
C 2.2280 -4.2302 -0.3519
C 1.6570 -3.4142 -1.4016
C 1.1755 -2.1823 -1.1479
N 1.1134 -1.6524 0.1549
C 0.6950 -1.4240 -2.3470
O 0.0425 -1.9569 -3.2081
O 0.9379 -0.1025 -2.4651
H 3.0696 -1.3341 3.8683
H 2.9312 -4.1871 1.6570
H 2.5520 -5.2392 -0.5662
H 1.6463 -3.7586 -2.4256
F 2.5027 4.1773 0.6582
C 1.5289 3.9788 -0.2456
F 1.6468 4.9202 -1.1955
F 0.3719 4.2242 0.3982
S 1.6885 2.2339 -1.0060
O 1.3952 1.6147 0.3864
O 3.0379 2.6637 -1.4301
N 0.2252 2.4909 -1.8175
S -1.0766 1.8096 -1.4276
O -2.0783 1.8323 -2.4425
O -0.9074 0.4713 -0.7444
C -1.9497 2.5842 0.0146
F -2.1365 3.8893 -0.1202
F -1.2323 2.3382 1.1464
F -3.1477 2.0149 0.1800
C 2.0632 0.5793 -1.8883
Ge 3.2780 0.9247 -3.4186
C 3.3080 -0.8002 -4.3697
C 2.6584 -1.0234 -5.5814
C 2.6712 -2.2769 -6.1777
C 3.3360 -3.3309 -5.5681
C 3.9956 -3.1247 -4.3646
C 3.9812 -1.8683 -3.7754
C 2.5093 2.2857 -4.5744
C 3.2287 3.4303 -4.9104
C 2.6589 4.4160 -5.7039
C 1.3579 4.2689 -6.1636
C 0.6280 3.1379 -5.8275
C 1.2008 2.1505 -5.0384
C 5.1497 1.2430 -2.9756
C 6.0834 1.2656 -4.0111
C 7.4387 1.4100 -3.7474
C 7.8790 1.5164 -2.4358
C 6.9612 1.4900 -1.3955
C 5.6051 1.3626 -1.6648
H 2.5576 -0.0437 -1.1376
H 2.1291 -0.2103 -6.0648
H 2.1526 -2.4335 -7.1159
H 3.3396 -4.3110 -6.0297
H 4.5184 -3.9428 -3.8829
H 4.5050 -1.7190 -2.8353
H 4.2382 3.5571 -4.5340
H 3.2253 5.3053 -5.9529
H 0.9081 5.0424 -6.7743
H -0.3953 3.0300 -6.1652
H 0.6114 1.2841 -4.7591
H 5.7472 1.1643 -5.0387
H 8.1505 1.4334 -4.5637
H 8.9363 1.6224 -2.2247
H 7.3012 1.5781 -0.3708
H 4.8959 1.3838 -0.8471
I 1.4821 -5.3410 7.0789
C 0.7928 -3.6748 6.0166
C 0.6658 -2.4573 6.6708
C 0.2186 -1.3563 5.9587
C -0.1068 -1.4698 4.6115
C 0.0258 -2.6985 3.9739
C 0.4799 -3.8074 4.6739
C -0.5425 -0.2348 3.8734
O -0.5224 0.8563 4.3906
O -0.9375 -0.4521 2.6264
H 0.9172 -2.3671 7.7185
H 0.1213 -0.3889 6.4337
H -0.2057 -2.7910 2.9220
H 0.5999 -4.7556 4.1679
N -2.9709 -2.6176 2.3946
C -2.6524 -2.9891 1.1058
C -2.7943 -4.3166 0.6811
C -2.5761 -4.6130 -0.6472
C -2.2470 -3.5902 -1.5287
C -2.1127 -2.3178 -1.0092
N -2.2671 -2.0105 0.2818
H -2.8986 -3.3366 3.0951
H -2.5664 -1.7303 2.6614
H -3.0845 -5.0818 1.3904
H -2.6710 -5.6341 -0.9962
H -2.0607 -3.7654 -2.5779
H -1.8545 -1.4924 -1.6581
*
```

relative energy (zero: lowest compared OMol25 entry of this formula, charge and spin) = 370.9 kJ/mol
gap between HOMO and LUMO = 6.01 eV
highest occupied orbital energy = -4.2796 eV
molecular weight = 1195.56 g/mol

Löwdin population analysis, charges in e, atoms 1 to 4:
1 Zr 1.9076
2 O 0.0917
3 C -0.4954
4 O -0.1754